{
  "formula": "C8H27N2O6V",
  "method": "wB97M-V/def2-TZVPD",
  "charge": -1,
  "max_force_ha_per_bohr": 0.032,
  "spin_multiplicity": 4,
  "gap_ev": [4.0, 6.0],
  "homo_ev": [-1.3, -3.5],
  "species": ["V", "O", "H", "O", "H", "O", "H", "C", "C", "C", "O", "C", "N", "H", "H", "H", "H", "H", "H", "H", "H", "H", "H", "H", "C", "C", "C", "O", "C", "N", "H", "H", "H", "H", "H", "H", "H", "H", "H", "H", "H", "O", "H", "H"],
  "positions_angstrom": [[-0.617, 0.156, -1.028], [-0.606, 0.143, -3.158], [-0.161, -0.236, -3.920], [-2.622, -0.462, -1.029], [-3.302, 0.208, -0.882], [-0.067, -1.760, -0.357], [0.475, -1.555, 0.415], [0.330, -0.205, 3.052], [-1.007, -0.153, 2.298], [-2.148, 0.031, 3.261], [-3.368, -0.028, 2.572], [-4.467, -0.300, 3.405], [-0.960, 0.898, 1.262], [1.128, -0.397, 2.336], [0.343, -1.046, 3.752], [0.493, 0.713, 3.623], [-1.168, -1.078, 1.733], [-2.063, 1.014, 3.767], [-2.084, -0.744, 4.043], [-4.366, -1.287, 3.876], [-5.355, -0.283, 2.781], [-4.559, 0.448, 4.208], [-1.950, 1.041, 1.025], [-0.713, 1.802, 1.672], [2.998, -0.407, 0.184], [2.770, 0.193, -1.190], [2.633, -0.836, -2.275], [2.722, -0.142, -3.509], [2.333, -0.947, -4.579], [1.520, 1.004, -1.240], [4.011, -0.809, 0.294], [2.269, -1.182, 0.404], [2.935, 0.397, 0.928], [3.632, 0.840, -1.421], [1.640, -1.303, -2.169], [3.420, -1.602, -2.227], [3.158, -1.597, -4.913], [2.037, -0.297, -5.405], [1.458, -1.557, -4.324], [1.342, 1.132, -2.248], [1.694, 1.951, -0.912], [-1.070, 2.412, -1.356], [-0.766, 3.217, -1.785], [-1.925, 2.615, -0.965]],
  "lowdin_charge": [0.67, -0.45, -0.11, -0.46, -0.11, -0.44, -0.12, -0.05, -0.41, -0.24, -0.18, -0.12, 0.02, 0.05, 0.08, 0.07, 0.13, 0.13, 0.12, 0.09, 0.09, 0.08, 0.06, 0.09, -0.07, -0.40, -0.21, -0.20, -0.14, 0.00, 0.07, 0.05, 0.07, 0.13, 0.11, 0.13, 0.08, 0.09, 0.09, 0.07, 0.08, -0.08, 0.06, 0.06]
}

{
  "formula": "C8H28HgOP2",
  "method": "wB97M-V/def2-TZVPD",
  "max_force_ha_per_bohr": 0.046,
  "gap_ev": 6.3,
  "homo_ev": -5.6,
  "species": ["Hg", "H", "H", "P", "P", "C", "H", "H", "H", "C", "H", "H", "H", "C", "H", "H", "H", "C", "H", "H", "H", "C", "H", "H", "H", "C", "H", "H", "H", "H", "H", "C", "C", "O", "H", "H", "H", "H", "H", "H"],
  "positions_angstrom": [[0.308, 0.136, -0.763], [-3.128, -0.362, -0.805], [-3.123, 0.387, -0.798], [0.354, -2.455, -0.724], [0.361, 2.655, -0.666], [0.561, 3.404, 0.970], [0.743, 4.486, 0.807], [-0.361, 3.260, 1.568], [1.420, 2.948, 1.499], [1.798, 3.056, -1.693], [1.663, 2.610, -2.694], [1.851, 4.156, -1.759], [2.708, 2.645, -1.221], [-1.133, 3.303, -1.435], [-1.992, 3.115, -0.766], [-0.984, 4.387, -1.592], [-1.308, 2.785, -2.394], [1.888, -2.875, -1.602], [1.935, -3.972, -1.724], [1.886, -2.381, -2.589], [2.750, -2.513, -1.014], [0.369, -3.306, 0.888], [-0.600, -3.191, 1.416], [0.542, -4.384, 0.692], [1.187, -2.909, 1.522], [-1.042, -3.094, -1.682], [-1.111, -2.537, -2.633], [-0.882, -4.171, -1.872], [-1.975, -2.934, -1.112], [0.377, 0.083, -2.486], [1.937, 0.084, -0.123], [-1.008, -0.434, 3.616], [-0.257, 0.015, 2.410], [-1.180, 0.037, 1.221], [-1.843, 0.241, 3.782], [-0.369, -0.445, 4.480], [-1.411, -1.436, 3.467], [0.146, 1.037, 2.418], [0.591, -0.631, 2.151], [-1.669, -0.801, 1.240]],
  "lowdin_charge": [0.21, 0.03, 0.04, 0.62, 0.61, -0.29, 0.04, 0.05, 0.05, -0.29, 0.04, 0.04, 0.04, -0.30, 0.04, 0.04, 0.04, -0.29, 0.04, 0.04, 0.04, -0.29, 0.04, 0.04, 0.04, -0.30, 0.04, 0.04, 0.03, -0.11, -0.11, -0.09, -0.29, -0.28, 0.08, 0.07, 0.07, 0.09, 0.07, 0.05]
}

{
  "formula": "C8H28MnP2S",
  "method": "wB97M-V/def2-TZVPD",
  "charge": 1,
  "max_force_ha_per_bohr": 0.046,
  "spin_multiplicity": 5,
  "gap_ev": [7.1, 7.7],
  "de_lowest_kcal_mol": 3.2,
  "homo_ev": [-9.8, -10.4],
  "species": ["Mn", "H", "H", "P", "P", "C", "H", "H", "H", "C", "H", "H", "H", "C", "H", "H", "H", "C", "H", "H", "H", "C", "H", "H", "H", "C", "H", "H", "H", "H", "H", "C", "S", "C", "H", "H", "H", "H", "H", "H"],
  "positions_angstrom": [[-0.204, -0.071, -0.117], [-0.523, 2.083, -1.612], [-0.129, 1.450, -1.812], [-1.751, 0.926, 1.298], [0.282, -1.735, -1.591], [2.018, -2.265, -1.379], [2.257, -3.050, -2.107], [2.686, -1.406, -1.523], [2.158, -2.648, -0.360], [-0.610, -3.332, -1.593], [-1.666, -3.164, -1.845], [-0.163, -4.016, -2.328], [-0.562, -3.791, -0.596], [0.196, -1.232, -3.349], [0.827, -0.349, -3.516], [0.534, -2.051, -3.998], [-0.840, -0.967, -3.602], [-3.024, -0.063, 2.166], [-3.600, 0.580, 2.841], [-3.700, -0.523, 1.430], [-2.538, -0.857, 2.751], [-0.901, 1.743, 2.708], [-0.241, 2.537, 2.342], [-1.649, 2.172, 3.382], [-0.295, 1.008, 3.251], [-2.733, 2.292, 0.570], [-3.363, 1.907, -0.243], [-3.371, 2.744, 1.337], [-2.061, 3.057, 0.166], [-1.641, -0.815, -0.420], [-1.255, -1.276, 0.281], [2.253, 2.461, 0.740], [1.879, 0.790, 1.330], [3.454, -0.012, 0.936], [1.350, 2.892, 0.303], [3.047, 2.415, -0.016], [2.590, 3.085, 1.582], [3.884, 0.442, 0.036], [4.143, 0.114, 1.785], [3.259, -1.076, 0.771]],
  "lowdin_charge": [-0.01, 0.09, 0.04, 0.70, 0.69, -0.27, 0.06, 0.04, 0.04, -0.25, 0.05, 0.06, 0.05, -0.26, 0.04, 0.05, 0.05, -0.25, 0.06, 0.05, 0.05, -0.29, 0.03, 0.05, 0.03, -0.26, 0.05, 0.05, 0.03, -0.03, -0.04, -0.36, 0.76, -0.37, 0.02, 0.05, 0.05, 0.05, 0.05, 0.01]
}

{
  "formula": "C8H29ClN13O11S2",
  "method": "wB97M-V/def2-TZVPD",
  "charge": -1,
  "max_force_ha_per_bohr": 0.035,
  "gap_ev": 7.8,
  "homo_ev": -6.2,
  "species": ["O", "S", "O", "Cl", "N", "S", "O", "O", "C", "C", "O", "H", "H", "H", "H", "H", "C", "O", "N", "N", "H", "H", "H", "H", "C", "O", "N", "N", "H", "H", "H", "H", "C", "O", "N", "N", "H", "H", "H", "H", "C", "O", "N", "N", "H", "H", "H", "H", "C", "O", "N", "N", "H", "H", "H", "H", "C", "O", "N", "N", "H", "H", "H", "H"],
  "positions_angstrom": [[1.697, 2.151, 1.662], [1.636, 1.347, 0.481], [1.675, 2.091, -0.755], [-0.196, 0.414, 0.513], [2.705, 0.205, 0.419], [4.154, 0.524, 1.068], [4.147, 0.452, 2.500], [5.075, -0.350, 0.397], [4.684, 2.167, 0.610], [5.554, 2.791, 1.679], [4.771, 3.628, 2.523], [3.860, 2.839, 0.388], [5.266, 2.053, -0.297], [6.292, 3.415, 1.170], [6.055, 2.024, 2.264], [5.098, 3.533, 3.422], [1.177, -0.277, -4.156], [0.492, -0.511, -5.149], [2.436, -0.779, -3.997], [0.735, 0.498, -3.128], [2.988, -0.611, -3.175], [2.798, -1.373, -4.725], [-0.187, 0.879, -3.212], [1.259, 0.713, -2.295], [2.251, 3.976, 5.313], [3.283, 4.390, 5.842], [1.032, 4.069, 5.930], [2.240, 3.396, 4.090], [0.170, 3.757, 5.519], [1.000, 4.498, 6.834], [3.117, 3.306, 3.603], [1.414, 3.044, 3.642], [-2.915, 3.320, 5.757], [-1.977, 4.096, 5.868], [-3.089, 2.268, 6.621], [-3.844, 3.426, 4.772], [-3.839, 1.609, 6.541], [-2.410, 2.156, 7.349], [-3.732, 4.178, 4.119], [-4.615, 2.794, 4.648], [-6.544, 1.495, 2.341], [-5.565, 1.955, 2.903], [-7.795, 1.526, 2.898], [-6.460, 0.916, 1.108], [-8.609, 1.154, 2.449], [-7.886, 1.949, 3.802], [-5.553, 0.882, 0.680], [-7.245, 0.531, 0.621], [2.198, -4.334, -5.668], [2.914, -3.399, -5.990], [2.707, -5.594, -5.441], [0.859, -4.211, -5.503], [2.138, -6.371, -5.166], [3.695, -5.716, -5.544], [0.473, -3.292, -5.642], [0.249, -4.975, -5.239], [-2.314, -6.587, -5.727], [-1.331, -6.005, -5.301], [-3.517, -6.538, -5.085], [-2.281, -7.322, -6.878], [-4.341, -7.002, -5.416], [-3.563, -5.998, -4.241], [-1.408, -7.362, -7.371], [-3.075, -7.805, -7.250]],
  "lowdin_charge": [-0.37, 0.16, -0.39, 0.32, -0.37, 0.50, -0.32, -0.34, -0.22, -0.28, -0.07, 0.09, 0.10, 0.11, 0.12, 0.09, -0.68, -0.02, 0.16, 0.16, 0.10, 0.07, 0.10, 0.04, -0.68, -0.02, 0.15, 0.17, 0.05, 0.09, 0.06, 0.07, -0.67, 0.01, 0.15, 0.16, 0.09, 0.10, 0.11, 0.05, -0.67, 0.02, 0.15, 0.16, 0.09, 0.10, 0.11, 0.09, -0.68, 0.00, 0.14, 0.17, 0.08, 0.09, 0.10, 0.04, -0.66, 0.02, 0.15, 0.15, 0.09, 0.11, 0.11, 0.09]
}